Entry from the Open Molecules 2025 dataset: a molecular structure, C21H25F2FeN2O8S2 (ωB97M-V with the def2-TZVPD basis set).

CARTESIAN COORDINATES (ANGSTROEM)
1 Fe 1.20221 0.13969 -0.13919
2 O 5.04208 1.20831 -2.34621
3 C 5.65629 0.01918 -2.24792
4 C 6.99465 -0.06649 -2.64218
5 C 7.67706 -1.26394 -2.54972
6 C 7.04126 -2.40247 -2.06185
7 C 5.71454 -2.31933 -1.67464
8 C 5.00254 -1.12621 -1.76300
9 C 3.56920 -1.05955 -1.35524
10 O 2.97570 0.08119 -1.42397
11 N 2.99489 -2.17152 -0.98205
12 N 1.67612 -1.88571 -0.67070
13 C 0.89084 -2.87963 -0.52854
14 C -0.54380 -2.75252 -0.39777
15 C -1.28098 -3.91397 -0.15061
16 C -2.66257 -3.92462 -0.15826
17 C -3.32695 -2.73561 -0.46636
18 C -2.62957 -1.57808 -0.72503
19 C -1.21266 -1.51835 -0.66217
20 O -0.60277 -0.40195 -0.88796
21 H 4.12485 1.06099 -1.97009
22 H 7.47434 0.83232 -3.00956
23 H 8.71681 -1.30992 -2.85525
24 H 7.57613 -3.34055 -1.98068
25 H 5.18775 -3.18135 -1.28776
26 H 1.30890 -3.88607 -0.58796
27 H -0.73494 -4.83135 0.04600
28 H -3.21339 -4.83273 0.05185
29 H -4.41194 -2.71960 -0.50419
30 H -3.15127 -0.66327 -0.97826
31 O 1.61901 0.90835 3.48172
32 S 1.67875 -0.13542 2.48048
33 O 1.99898 -1.45123 2.99559
34 O 2.61393 0.24831 1.33875
35 O 0.36724 -0.19190 1.67410
36 C -4.93555 1.03685 3.32407
37 C -3.54012 0.45272 3.51337
38 C -2.71313 0.38410 2.23941
39 S -2.09291 2.02212 1.70322
40 O -2.46474 3.00741 2.77536
41 C -3.28692 2.27962 0.36024
42 C -3.12112 3.66740 -0.23631
43 C -4.10259 3.90580 -1.37770
44 H -5.51536 0.97897 4.24911
45 H -5.48779 0.49571 2.54932
46 H -4.86797 2.08580 3.03593
47 H -3.61147 -0.56464 3.90961
48 H -2.99747 1.04692 4.25042
49 H -3.27735 -0.04534 1.41084
50 H -1.80881 -0.21011 2.37475
51 H -4.29681 2.12631 0.75087
52 H -3.05824 1.50920 -0.38159
53 H -2.09445 3.77474 -0.59018
54 H -3.26728 4.40765 0.55394
55 H -3.94852 3.18367 -2.18262
56 H -3.98546 4.90545 -1.80191
57 H -5.13723 3.80592 -1.03677
58 F 0.13484 2.95606 -0.45072
59 C 1.13306 2.10468 -0.92437
60 F 0.93674 2.07831 -2.30825
61 H 2.07344 2.64967 -0.77141

Output
2S+1 = 6
Total charge = -2
Relative energy (zero: lowest compared OMol25 entry of this formula, charge and spin) = 0.0 kcal/mol
Strongest force on any atom = 0.203 eV/A
E_LUMO (alpha / beta) = 4.5 / 4.5 eV
Kohn-Sham gap (alpha / beta) = 6.92 / 7.00 eV
Molar mass = 591.41 g mol⁻¹

Entry from the Open Molecules 2025 dataset: a single C19H30N4O2 molecule (ωB97M-V with the def2-TZVPD basis set).

CARTESIAN COORDINATES (ANGSTROEM)
1 H 0.75763 3.25067 -1.20307
2 N -0.24204 3.14913 -1.08506
3 C -0.59564 2.41046 -0.11684
4 N 0.15070 1.71670 0.83096
5 C 1.57231 1.52307 0.76895
6 C 1.92719 0.28268 -0.07081
7 N 3.34531 0.01880 -0.02030
8 C 3.70726 -1.37908 -0.12801
9 C 3.31316 -2.06796 -1.44038
10 C 4.16778 0.92648 -0.80621
11 C 5.11600 1.71515 0.09613
12 C -0.70952 1.00999 1.64757
13 C -0.47579 0.13689 2.69101
14 C -1.58085 -0.41484 3.32767
15 C -2.87223 -0.10570 2.93177
16 C -3.11487 0.76701 1.87731
17 C -2.02063 1.31929 1.24311
18 N -1.92742 2.20807 0.19266
19 C -2.97557 2.51324 -0.73372
20 C -3.37775 1.28918 -1.55552
21 O -4.46174 1.12968 -2.04948
22 O -2.36042 0.43957 -1.64185
23 C -2.54153 -0.79182 -2.34002
24 C -1.98665 -1.92694 -1.48632
25 C -2.85514 -2.19842 -0.25976
26 C -2.22303 -3.23168 0.66301
27 H 1.96215 1.39760 1.78171
28 H 2.02741 2.41815 0.33684
29 H 1.54794 0.43400 -1.09704
30 H 1.40030 -0.57330 0.35927
31 H 4.78972 -1.44444 0.00689
32 H 3.23739 -1.90713 0.70784
33 H 2.23244 -2.07792 -1.56097
34 H 3.74947 -1.55375 -2.29384
35 H 3.66935 -3.09473 -1.43885
36 H 4.76160 0.37154 -1.54099
37 H 3.53253 1.62186 -1.36450
38 H 5.76203 1.03342 0.64268
39 H 4.55516 2.30326 0.81705
40 H 5.73448 2.38285 -0.49872
41 H 0.52579 -0.11479 3.00331
42 H -1.42693 -1.10233 4.14548
43 H -3.70807 -0.55608 3.44494
44 H -4.12149 0.99601 1.56322
45 H -3.85824 2.90596 -0.22270
46 H -2.58058 3.27101 -1.41848
47 H -1.99672 -0.71363 -3.28668
48 H -3.60739 -0.92957 -2.54876
49 H -1.91752 -2.82528 -2.10217
50 H -0.97951 -1.65262 -1.16510
51 H -3.83748 -2.54795 -0.58520
52 H -2.99528 -1.26803 0.29339
53 H -2.06419 -4.17126 0.13795
54 H -1.26420 -2.87414 1.03198
55 H -2.86669 -3.41828 1.51862

Output
Relative energy (zero: lowest compared OMol25 entry of this formula, charge and spin) = 17.6 kcal/mol
Strongest force on any atom = 0.660 eV/A
E_LUMO = 0.8 eV
Kohn-Sham gap = 8.37 eV
Molar mass = 346.47 g mol⁻¹